The following is a DFT calculation (wB97M-V/def2-TZVPD) of one molecule with the formula C4H5NO.

CARTESIAN COORDINATES (ANGSTROEM)
C: 0.564 -0.179 1.383
C: -0.004 0.020 0.010
C: -0.859 1.096 -0.440
O: -1.292 1.200 -1.587
N: -0.138 -0.879 -2.310
C: 0.141 -0.733 -1.118
H: 0.227 0.643 2.023
H: 0.226 -1.112 1.849
H: 1.660 -0.171 1.392
H: -1.115 1.850 0.327
H: 0.674 -1.720 -1.515

Values from the calculation:
**E_LUMO**: -0.74 eV
**Orbital gap**: 0.290 Eh
**HOMO level**: -8.6 eV
**Max |F|**: 0.803 eV/A


The following is a DFT calculation (wB97M-V/def2-TZVPD) of one molecule with the formula C4H5NO.

CARTESIAN COORDINATES (ANGSTROEM)
C: 1.594 0.199 0.054
C: 0.634 0.434 0.948
C: -0.684 -0.234 0.960
N: -1.470 -0.614 0.029
C: -1.300 -0.305 -1.324
O: -0.976 0.785 -1.734
H: 1.518 -0.483 -0.796
H: 2.559 0.672 0.183
H: 0.786 1.131 1.789
H: -1.029 -0.469 1.967
H: -1.592 -1.114 -2.029

Values from the calculation:
**E_LUMO**: -0.20 eV
**Structure (SMILES)**: C=C/C=N\C=O
**Orbital gap**: 0.351 Eh
**HOMO level**: -9.8 eV
**Max |F|**: 0.753 eV/A


The following is a DFT calculation (wB97M-V/def2-TZVPD) of one molecule with the formula C4H5NO in a non-equilibrium geometry.

CARTESIAN COORDINATES (ANGSTROEM)
C: 1.758 0.066 0.169
C: 0.299 0.031 -0.045
N: -0.476 1.038 0.045
C: -1.819 0.568 -0.077
C: -1.700 -0.769 -0.349
O: -0.352 -1.090 -0.361
H: 2.026 -0.472 1.081
H: 2.068 1.110 0.268
H: 2.264 -0.393 -0.678
H: -1.746 1.539 0.538
H: -2.322 -1.628 -0.591

Values from the calculation:
**E_LUMO**: 1.00 eV
**Structure (SMILES)**: Cc1ncco1
**Orbital gap**: 0.377 Eh
**HOMO level**: -9.3 eV
**Max |F|**: 3.994 eV/A


The following is a DFT calculation (wB97M-V/def2-TZVPD) of one molecule with the formula C4H5NO.

CARTESIAN COORDINATES (ANGSTROEM)
C: -1.902 0.148 0.066
C: -0.504 -0.417 0.176
O: -0.315 -1.577 0.505
C: 0.611 0.473 -0.187
C: 1.820 -0.069 -0.180
N: 2.919 -0.565 -0.280
H: -2.344 0.173 1.064
H: -1.926 1.152 -0.362
H: -2.512 -0.523 -0.543
H: 0.499 1.473 -0.606
H: 3.658 -0.286 0.350

Values from the calculation:
**E_LUMO**: 0.72 eV
**Structure (SMILES)**: CC(=O)C=C=N
**Orbital gap**: 0.372 Eh
**HOMO level**: -9.4 eV
**Max |F|**: 0.912 eV/A


The following is a DFT calculation (wB97M-V/def2-TZVPD) of one molecule with the formula C4H5NO in a non-equilibrium geometry.

CARTESIAN COORDINATES (ANGSTROEM)
C: 1.226 -2.200 -0.663
C: 1.067 -1.038 -0.386
C: 0.882 0.383 -0.041
N: -0.397 0.694 0.664
C: -1.592 0.915 0.083
O: -2.016 0.984 -1.032
H: 1.353 -3.234 -0.902
H: 0.936 0.972 -0.973
H: 1.727 0.715 0.567
H: -0.936 0.752 1.594
H: -2.252 1.057 1.089

Values from the calculation:
**E_LUMO**: 0.80 eV
**Structure (SMILES)**: C#CCNC=O
**Orbital gap**: 0.401 Eh
**HOMO level**: -10.1 eV
**Max |F|**: 4.186 eV/A


The following is a DFT calculation (wB97M-V/def2-TZVPD) of C4H5NO as an isolated structure in a non-equilibrium geometry.

CARTESIAN COORDINATES (ANGSTROEM)
N: -0.174 0.384 1.534
C: -1.170 -0.329 1.239
C: -0.683 -0.823 -0.228
C: -0.196 0.471 -0.922
C: 0.976 0.148 -0.025
O: 0.686 -1.194 -0.065
H: -1.278 -1.593 -0.711
H: 0.018 0.268 -1.973
H: -0.739 1.406 -0.782
H: 2.043 0.416 -0.134
H: 0.517 0.847 2.066

Values from the calculation:
**E_LUMO**: 0.97 eV
**Orbital gap**: 0.331 Eh
**HOMO level**: -8.0 eV
**Max |F|**: 2.855 eV/A


Table of relative energy (zero: lowest compared OMol25 entry of this formula, charge and spin) (kcal per mole), in record order: 95.26, 37.34, 71.46, 29.35, 76.70, 121.29